Below is a cluster of 9 separate species, C36H96B3F12N6O12 in total in a non-equilibrium geometry, with properties calculated with ωB97M-V/def2-TZVPD.

HOMO-LUMO gap, Ha: 0.2925
Net charge: +3
HOMO level, eV: -14.539
Relative energy (zero: lowest compared OMol25 entry of this formula, charge and spin), kcal/mol: 30.01
Electronic energy, eV: -107028.047

Last column: Mulliken charge in e.
Cartesian coordinates (Å):
C -6.52 -3.49 -5.72  -0.82
O -5.85 -3.50 -4.47  -0.28
C -6.66 -3.34 -3.36  -0.76
C -5.92 -3.01 -2.07  -0.60
N -4.95 -1.86 -2.14  0.26
H -5.49 -1.00 -2.06  0.47
H -4.34 -1.90 -1.32  -0.17
C -4.09 -1.67 -3.42  -0.91
C -3.12 -0.57 -2.95  0.49
O -3.95 0.47 -2.50  -0.45
C -3.25 1.52 -1.86  -0.02
H -6.91 -2.49 -5.92  0.35
H -7.39 -4.15 -5.71  0.34
H -5.84 -3.82 -6.50  0.24
H -7.29 -4.22 -3.16  0.49
H -7.40 -2.53 -3.46  0.41
H -5.28 -3.83 -1.72  0.27
H -6.61 -2.89 -1.24  0.51
H -4.79 -1.36 -4.18  0.45
H -3.70 -2.67 -3.56  0.36
H -2.52 -0.29 -3.82  0.41
H -2.44 -0.99 -2.19  -0.26
H -2.69 2.23 -2.49  0.25
H -2.42 1.01 -1.35  -0.24
H -3.86 2.00 -1.11  0.28
C 4.13 2.46 -5.69  -0.49
O 3.03 3.16 -6.24  -0.36
C 1.96 2.38 -6.72  -0.68
C 1.10 1.92 -5.53  -0.45
N 0.85 3.00 -4.56  -0.09
H 1.73 3.46 -4.29  0.56
H 0.30 3.76 -4.96  0.45
C 0.24 2.59 -3.22  -0.96
C 1.19 1.71 -2.39  0.96
O 2.49 2.16 -2.52  -0.54
C 3.50 1.18 -2.32  -0.42
H 4.87 3.22 -5.45  0.28
H 4.59 1.76 -6.39  0.37
H 3.89 1.89 -4.78  0.13
H 2.24 1.56 -7.39  0.43
H 1.36 3.10 -7.29  0.33
H 1.68 1.14 -5.03  0.11
H 0.19 1.37 -5.80  0.46
H -0.68 2.05 -3.37  0.18
H 0.06 3.54 -2.71  0.34
H 0.99 0.66 -2.64  0.14
H 0.91 1.84 -1.34  -0.27
H 3.46 0.66 -1.36  -0.29
H 4.46 1.70 -2.34  0.42
H 3.46 0.47 -3.15  0.35
C 3.70 2.96 5.59  -0.76
O 3.97 1.80 4.78  -0.25
C 2.93 0.86 4.90  -0.61
C 3.34 -0.45 4.21  -0.39
N 3.77 -0.34 2.77  1.56
H 3.73 -1.23 2.24  0.13
H 3.03 0.17 2.28  -0.86
C 5.03 0.50 2.60  -0.47
C 5.73 0.15 1.32  -0.71
O 5.50 -1.20 1.06  -0.05
C 6.00 -1.67 -0.16  -0.50
H 3.51 2.62 6.61  0.32
H 2.75 3.36 5.22  0.24
H 4.49 3.70 5.48  0.28
H 2.05 1.29 4.41  0.20
H 2.75 0.55 5.93  0.49
H 2.54 -1.20 4.27  -0.03
H 4.20 -0.89 4.71  0.67
H 5.63 0.32 3.48  0.54
H 4.74 1.55 2.65  0.29
H 6.80 0.34 1.45  0.45
H 5.45 0.82 0.49  0.27
H 5.74 -2.70 -0.40  0.02
H 7.09 -1.61 -0.18  0.36
H 5.55 -1.12 -0.99  0.12
C -3.77 2.22 2.57  -0.62
O -3.44 0.90 2.94  -0.34
C -3.94 -0.06 2.04  0.19
C -3.45 -1.42 2.52  -1.04
N -1.92 -1.37 2.55  2.09
H -1.60 -1.20 1.59  -1.66
H -1.61 -0.50 2.98  0.78
C -1.21 -2.50 3.27  1.05
C -1.66 -2.64 4.70  -1.46
O -1.51 -1.36 5.27  -0.23
C -1.75 -1.31 6.67  -0.90
H -3.14 2.84 3.21  0.25
H -4.81 2.48 2.81  0.42
H -3.53 2.50 1.54  0.02
H -3.59 0.16 1.03  -0.50
H -5.03 -0.04 1.92  0.67
H -3.59 -2.24 1.82  0.48
H -3.68 -1.60 3.56  0.55
H -0.16 -2.22 3.20  -0.61
H -1.26 -3.38 2.63  -0.06
H -1.05 -3.40 5.21  0.62
H -2.70 -2.97 4.77  0.49
H -2.80 -1.49 6.91  0.31
H -1.53 -0.34 7.10  0.24
H -1.06 -2.03 7.12  0.36
C 1.17 -7.31 -0.43  -0.70
O 0.30 -6.33 0.13  -0.39
C 0.95 -5.54 1.13  -0.41
C 1.57 -4.35 0.45  1.05
N 0.60 -3.72 -0.54  0.61
H 0.28 -4.53 -1.08  0.72
H -0.21 -3.48 0.03  -0.75
C 1.07 -2.53 -1.30  1.03
C 2.21 -2.79 -2.27  -1.08
O 3.37 -3.12 -1.58  0.21
C 4.39 -3.74 -2.35  -1.17
H 1.57 -8.01 0.31  0.35
H 2.10 -6.88 -0.84  0.23
H 0.61 -7.77 -1.24  0.30
H 1.66 -6.06 1.77  0.70
H 0.15 -5.20 1.79  -0.08
H 2.47 -4.64 -0.08  0.39
H 1.84 -3.53 1.12  -1.38
H 1.30 -1.79 -0.52  -0.73
H 0.22 -2.08 -1.82  -0.03
H 2.34 -1.91 -2.91  0.20
H 1.96 -3.59 -2.99  0.56
H 5.06 -3.01 -2.81  0.26
H 3.94 -4.43 -3.07  0.47
H 4.95 -4.36 -1.65  0.35
C -2.58 5.24 -0.63  -0.34
O -3.03 6.49 -0.15  -0.55
C -2.33 7.65 -0.54  -0.45
C -1.06 7.86 0.29  -0.58
N -1.22 7.25 1.67  -0.10
H -1.61 7.96 2.30  0.45
H -2.00 6.58 1.58  0.36
C 0.03 6.73 2.33  -1.04
C 0.47 5.41 1.73  -0.14
O -0.65 4.54 1.72  -0.27
C -0.31 3.23 1.30  -0.22
H -1.52 5.24 -0.90  0.11
H -3.16 4.88 -1.48  0.48
H -2.75 4.56 0.21  0.04
H -3.01 8.49 -0.46  0.38
H -2.12 7.55 -1.61  0.33
H -0.69 8.88 0.35  0.48
H -0.24 7.32 -0.19  0.24
H -0.23 6.59 3.38  0.41
H 0.74 7.56 2.31  0.38
H 1.22 4.97 2.40  0.35
H 0.94 5.43 0.74  0.35
H 0.54 2.80 1.83  0.18
H -0.14 3.25 0.22  0.13
H -1.10 2.51 1.51  -0.11
B 3.03 -3.86 3.00  -0.66
F 3.04 -5.15 2.45  -0.34
F 3.73 -3.02 2.11  -0.18
F 1.70 -3.39 3.14  0.15
F 3.68 -3.84 4.23  -0.35
B -2.68 -3.18 0.21  0.33
F -3.96 -2.68 0.39  -0.57
F -2.28 -4.06 1.23  -0.37
F -2.67 -3.95 -0.95  -0.37
F -1.74 -2.10 0.12  -0.25
B 0.65 -0.21 1.18  1.00
F -0.52 0.01 0.43  -0.48
F 0.40 0.41 2.44  -0.47
F 0.82 -1.58 1.32  0.31
F 1.81 0.37 0.64  -0.79